# 1
# C50H36Cl2O32

A 9-piece molecular cluster, C50H36Cl2O32 overall in a non-equilibrium geometry (wB97M-V/def2-TZVPD, the Open Molecules 2025 dataset).

- SMILES: O=C1C=C(O)C(=O)C=C1O.O=C1C=C(O)C(=O)C=C1O.O=C1C=C(O)C(=O)C=C1O.O=C1C=C(O)C(=O)C=C1O.O=C1C=C(O)C(=O)C=C1O.O=C1C=C(O)C(=O)C=C1O.O=C1C=C(O)C(=O)C=C1O.O=C1C=C(O)C(=O)C=C1O.ClCCCl
- E_HOMO: -9.1 eV
- Charge: 0
- Gap between HOMO and LUMO: 7.3 eV
- Max |F|: 0.0647 Eh/bohr

Structure (XYZ):
```
120
C50H36Cl2O32, DFT wB97M-V/def2-TZVPD
Cl -19.31060 -21.54616 13.95998
C -17.79652 -21.12220 14.78285
C -17.94987 -21.08612 16.27920
Cl -16.42226 -20.99120 17.15239
H -17.38512 -20.18325 14.41280
H -17.09660 -21.92017 14.53279
H -18.45794 -21.98073 16.64313
H -18.58871 -20.27515 16.62809
C -14.48712 -24.11696 12.62209
C -13.60783 -24.69674 11.80157
C -12.69063 -25.78760 12.31987
O -11.87586 -26.29318 11.57998
C -12.77897 -26.08599 13.74534
C -13.61692 -25.42092 14.55452
C -14.53487 -24.35688 14.06096
O -15.41724 -23.84254 14.72136
O -13.65412 -25.59272 15.87990
O -13.45750 -24.36863 10.51916
H -15.14518 -23.37289 12.19056
H -12.09232 -26.81065 14.15993
H -14.27371 -24.93795 16.26650
H -12.60613 -24.69152 10.18125
C -20.22496 -26.41125 14.20416
C -21.08604 -26.70253 15.18171
C -20.81350 -26.46195 16.65118
O -21.50437 -26.86101 17.55631
C -19.59985 -25.65931 16.85430
C -18.74281 -25.32262 15.87419
C -18.97222 -25.70655 14.45356
O -18.17637 -25.53760 13.55145
O -17.68053 -24.52095 16.10674
O -22.20900 -27.40272 14.87607
H -20.48470 -26.59433 13.17128
H -19.43664 -25.20551 17.82518
H -17.10225 -24.61728 15.32288
H -22.80082 -27.31334 15.64408
C -19.21310 -18.01524 15.18538
C -19.78552 -17.81614 16.38080
C -19.24274 -16.84240 17.38338
O -19.68289 -16.77691 18.50785
C -18.22688 -15.94455 16.82856
C -17.66054 -16.08738 15.62245
C -18.08629 -17.20138 14.72062
O -17.50749 -17.46018 13.68682
O -16.67813 -15.28538 15.22314
O -20.82953 -18.54479 16.79350
H -19.68955 -18.70585 14.50037
H -17.97228 -15.12064 17.48492
H -16.30892 -15.60099 14.38236
H -21.18528 -18.17908 17.61841
C -13.96143 -23.26868 19.65137
C -13.99464 -23.11191 20.98523
C -15.21654 -23.40048 21.80644
O -15.27465 -23.25263 22.99968
C -16.40201 -23.75773 20.98913
C -16.39112 -23.91736 19.66130
C -15.12874 -23.70433 18.88094
O -15.10008 -23.93307 17.69258
O -17.46049 -24.28313 18.95016
O -12.92436 -22.70368 21.68072
H -13.01510 -23.08350 19.15980
H -17.34057 -23.72827 21.53284
H -17.27510 -24.24731 17.99023
H -13.23033 -22.47229 22.57447
C -21.54614 -21.47093 18.85198
C -20.69750 -22.42597 19.24511
C -21.04975 -23.76583 19.82368
O -20.25512 -24.56380 20.24708
C -22.49467 -23.94525 19.98502
C -23.39276 -23.04986 19.52864
C -22.97346 -21.74592 18.88106
O -23.80744 -21.01042 18.39925
O -24.69570 -23.22127 19.77253
O -19.37717 -22.19325 19.18915
H -21.21075 -20.49768 18.52691
H -22.91405 -24.77808 20.53478
H -25.15673 -22.36940 19.73399
H -18.82375 -22.83946 19.65510
C -13.59395 -20.76319 14.56807
C -14.05770 -19.51788 14.71911
C -13.46924 -18.54399 15.66050
O -13.80995 -17.37816 15.68577
C -12.38772 -19.07087 16.48702
C -11.96033 -20.33525 16.39714
C -12.53613 -21.32237 15.44003
O -12.25961 -22.49741 15.44889
O -10.91778 -20.78229 17.11711
O -15.05544 -19.08947 13.92451
H -14.11589 -21.43028 13.89288
H -11.83413 -18.45019 17.18028
H -10.57656 -21.61650 16.76757
H -15.21410 -18.14033 14.04544
C -24.64311 -21.19048 16.27430
C -25.25876 -22.05414 17.10669
C -24.82306 -23.45178 17.44589
O -25.47743 -24.27307 18.03838
C -23.49740 -23.74558 16.87624
C -22.82366 -22.90800 16.08964
C -23.36154 -21.55638 15.67288
O -22.68407 -20.82625 14.98276
O -21.63441 -23.23268 15.56281
O -26.40322 -21.70819 17.71619
H -25.06397 -20.19699 16.22473
H -22.99485 -24.66673 17.14861
H -21.34127 -22.46873 15.02508
H -26.64963 -22.37761 18.37385
C -16.72484 -20.35642 10.88595
C -16.01883 -21.07815 10.00969
C -16.56736 -21.56426 8.70982
O -15.91444 -22.20809 7.91954
C -17.97224 -21.21861 8.50331
C -18.65271 -20.40587 9.31126
C -18.12077 -19.90739 10.60651
O -18.73479 -19.30348 11.45229
O -19.94685 -20.07507 9.10864
O -14.78972 -21.56736 10.31851
H -16.25051 -20.14832 11.83611
H -18.46277 -21.49546 7.57740
H -20.25166 -19.62697 9.91736
H -14.64451 -22.34268 9.74076
```

Löwdin population analysis, charges in e, atoms 1 to 2: 0.69 -0.62



# 2
# C50H36F3FeO3P2S

C50H36F3FeO3P2S as an isolated structure (wB97M-V/def2-TZVPD, the Open Molecules 2025 dataset).

- E_HOMO: -10.9 eV
- Charge: +1
- Gap between HOMO and LUMO: 8.1 eV
- Max |F|: 0.0066 Eh/bohr

Structure (XYZ):
```
96
C50H36F3FeO3P2S, DFT wB97M-V/def2-TZVPD
Fe -1.32156 -0.99108 -0.27169
O -2.35213 -0.39107 2.55626
S -1.09670 -0.56205 1.81179
C -0.15949 -1.87127 2.55125
C -0.67216 -2.40762 3.70523
C 0.05286 -3.34090 4.47857
C 1.31957 -3.66177 4.07930
C 2.36775 -4.55123 4.70284
C 3.60701 -4.42381 3.77378
C 3.16654 -3.49972 2.66523
C 3.82258 -3.01284 1.56765
C 3.10755 -2.19298 0.67419
C 1.78788 -1.82150 0.86052
P 0.93783 -1.08067 -0.57268
C 2.13831 0.17607 -1.12447
C 2.77981 0.11102 -2.35671
C 3.71331 1.07894 -2.70730
C 4.02210 2.10442 -1.82805
C 3.39763 2.16219 -0.58820
C 2.46131 1.20480 -0.23830
C 0.96025 -2.43117 -1.79383
C 1.24329 -3.74780 -1.43659
C 1.11919 -4.76572 -2.37336
C 0.71565 -4.47787 -3.66735
C 0.41999 -3.16887 -4.02648
C 0.52638 -2.15404 -3.09240
C 1.12097 -2.23861 2.04663
C 1.83628 -3.10279 2.89046
C -0.08882 0.85996 2.20175
C 0.79882 0.81360 3.25010
C 1.39362 1.97442 3.78980
C 1.00646 3.18740 3.29983
C 1.36539 4.59361 3.71358
C 0.52600 5.51086 2.78279
C -0.22995 4.56303 1.88379
C -1.12923 4.78421 0.87907
C -1.61926 3.66920 0.17114
C -1.27481 2.36433 0.46784
P -1.71825 1.11726 -0.76820
C -3.49554 1.36305 -1.02192
C -4.05458 1.87053 -2.19035
C -5.43381 1.99631 -2.29564
C -6.25051 1.61981 -1.24066
C -5.69290 1.12025 -0.07019
C -4.32002 0.98593 0.04198
C -0.87202 1.64708 -2.28553
C 0.11013 2.63391 -2.28271
C 0.77744 2.95934 -3.45576
C 0.46461 2.31129 -4.64003
C -0.51530 1.32672 -4.65109
C -1.17545 0.98696 -3.48070
C -0.44413 2.10491 1.59473
C 0.09239 3.23645 2.22766
H -1.64793 -2.06660 4.02960
H -0.38735 -3.74978 5.37823
H 2.01287 -5.58076 4.76187
H 2.58979 -4.23710 5.72293
H 3.91593 -5.39031 3.37461
H 4.46800 -4.01265 4.30188
H 4.85402 -3.26535 1.35829
H 3.60950 -1.86653 -0.23005
H 2.56401 -0.69297 -3.04599
H 4.20726 1.02167 -3.66850
H 4.75628 2.85116 -2.10137
H 3.64607 2.95097 0.11081
H 1.99460 1.24510 0.73784
H 1.56243 -3.98771 -0.43098
H 1.34073 -5.78556 -2.08790
H 0.62261 -5.27303 -4.39511
H 0.09148 -2.94303 -5.03257
H 0.26613 -1.14017 -3.36774
H 1.03283 -0.14006 3.70245
H 2.09671 1.88257 4.60721
H 2.43529 4.77277 3.60099
H 1.12840 4.75821 4.76498
H 1.15637 6.18160 2.19785
H -0.16156 6.13987 3.34888
H -1.44123 5.78141 0.59685
H -2.27199 3.84561 -0.67737
H -3.42442 2.18008 -3.01294
H -5.86781 2.39042 -3.20508
H -7.32469 1.71536 -1.32889
H -6.32959 0.82341 0.75254
H -3.88740 0.57597 0.94889
H 0.36382 3.15217 -1.36868
H 1.54295 3.72414 -3.43955
H 0.98032 2.57241 -5.55497
H -0.76729 0.82041 -5.57431
H -1.92148 0.20338 -3.49192
F -4.50541 -3.81829 -1.75508
C -4.38371 -2.52524 -2.06965
F -5.46781 -1.87768 -1.64381
F -4.31181 -2.41319 -3.39431
C -3.12535 -1.94480 -1.39882
O -2.14614 -1.58301 -2.08729
O -3.10768 -1.83732 -0.14136
```

Löwdin population analysis, charges in e, atoms 1 to 2: 0.11 -0.39